C40H106N12O16 | ωB97M-V with the def2-TZVPD basis set

Atoms and positions in Å:
1 H -33.31308 -5.50612 -30.98488
2 H -33.68599 -23.41543 -34.45959
3 O -26.65480 -5.71601 -29.09623
4 H -42.12999 -2.78655 -35.66675
5 H -37.26428 -15.71681 -39.54797
6 N -31.65727 -13.05576 -40.20060
7 H -35.96824 -17.06051 -29.88705
8 H -32.42423 -22.43482 -33.63350
9 H -36.33234 -17.12677 -46.94375
10 H -42.50043 -3.10963 -38.70269
11 C -35.32747 -9.01743 -25.49044
12 H -38.38536 1.44029 -32.36276
13 H -33.51124 1.34187 -36.58715
14 H -32.03300 -8.03413 -18.99018
15 H -31.34017 -8.51298 -21.32003
16 H -33.53073 -7.35394 -19.51480
17 N -38.02134 -15.98541 -42.06783
18 C -38.11000 2.35912 -31.84506
19 H -28.05464 -7.31043 -39.29657
20 H -34.91902 -9.65016 -33.07153
21 H -35.24916 -8.77738 -26.55079
22 C -27.57291 -5.32005 -28.01809
23 C -27.93705 -5.66766 -40.57753
24 H -41.71488 -4.44822 -33.52468
25 C -33.05845 -8.29927 -19.24755
26 H -33.08590 -1.35297 -37.04547
27 C -32.74954 -9.44327 -22.73787
28 H -37.73026 -17.38400 -29.74720
29 N -36.55264 -21.84663 -31.35555
30 N -33.43478 -9.88209 -34.75745
31 C -36.98976 -16.39701 -46.47115
32 C -37.04574 -21.39460 -30.08075
33 H -28.37317 -4.64242 -28.31559
34 H -35.55778 -8.06700 -25.00906
35 C -34.54888 -5.00418 -32.37124
36 H -31.88306 -9.21876 -23.35990
37 C -36.12778 -23.22788 -31.26817
38 C -36.66218 -18.04718 -38.32044
39 H -36.33553 3.34096 -35.85825
40 N -25.62601 -5.47582 -26.40935
41 H -41.58060 -10.77651 -33.73240
42 H -29.29446 -5.65424 -42.07076
43 H -27.71908 -7.31191 -29.70096
44 O -37.35876 -17.83062 -39.57797
45 C -38.88054 -15.89681 -43.28971
46 H -31.74081 -13.93186 -40.69616
47 H -37.87903 -19.79847 -31.33924
48 H -41.79697 -6.66529 -32.74642
49 N -35.26844 -10.36390 -33.69490
50 H -39.32495 -16.87650 -43.46520
51 H -36.99405 -23.86209 -31.07989
52 O -37.39354 -16.58429 -45.07018
53 H -34.04154 -4.08582 -32.66672
54 C -36.80504 -17.65310 -30.25677
55 H -32.76881 -10.48411 -22.41474
56 C -37.58755 -19.91223 -30.29513
57 H -35.45998 2.40071 -37.77595
58 H -25.25676 -4.93869 -23.90346
59 H -35.00859 -5.36555 -33.29111
60 C -35.64857 1.80959 -36.87978
61 H -38.59431 -16.39608 -38.67718
62 H -36.56530 -15.39488 -46.53171
63 H -30.04339 -13.95596 -41.41624
64 O -36.57555 -19.01680 -30.03296
65 O -34.81692 -11.32234 -35.73840
66 O -33.01734 -9.15642 -20.34318
67 H -25.63610 -7.22455 -25.40772
68 H -40.17920 -4.36981 -35.08018
69 O -36.75505 2.60500 -32.09458
70 H -28.09906 -6.14640 -27.54016
71 H -25.05828 -5.98086 -27.07474
72 H -33.73241 -10.39759 -24.94874
73 H -37.87747 -8.64529 -25.98928
74 H -29.52494 -6.84373 -40.76652
75 N -29.69788 -13.09757 -41.01141
76 O -42.88438 -4.16234 -36.94346
77 O -27.31199 -4.65473 -40.89400
78 H -41.05442 -3.35741 -37.03500
79 O -33.60812 -5.93473 -31.79164
80 C -26.23504 -6.31396 -25.39400
81 H -32.82784 -10.05804 -35.54533
82 N -29.03899 -6.06235 -41.18293
83 H -42.58353 -7.64471 -35.08700
84 O -30.17423 -11.45213 -39.64057
85 H -34.56623 -9.83399 -22.96063
86 H -38.82381 3.12475 -32.14902
87 H -26.61826 -6.74210 -30.91486
88 C -26.06452 -5.66896 -23.95176
89 C -27.32577 -6.40379 -30.15784
90 O -41.49187 -8.84950 -33.73600
91 N -34.01859 -9.08496 -23.35955
92 H -37.20354 -16.53611 -42.28696
93 C -38.05579 -15.40819 -44.49255
94 H -35.68998 -23.33312 -33.40005
95 H -33.18230 -9.31687 -33.95940
96 H -40.27379 -6.43532 -33.52623
97 H -25.29370 -7.05268 -21.02249
98 C -43.28473 -3.29315 -37.96832
99 N -41.85273 -5.18384 -34.20289
100 H -44.16048 -3.62749 -38.52454
101 N -27.68167 -6.39420 -39.50031
102 H -35.20528 -4.72767 -31.54613
103 H -37.31146 3.65930 -33.79523
104 C -38.81010 -16.41432 -40.90909
105 H -26.55071 -5.87805 -21.20198
106 C -33.13854 -23.25177 -33.53137
107 C -41.34383 -6.49923 -33.72375
108 H -38.46708 -19.75336 -29.67121
109 H -40.89701 -5.56791 -36.13645
110 H -35.52889 -23.42721 -30.37952
111 H -37.04554 1.47489 -34.65988
112 H -35.12201 -24.72138 -32.49709
113 C -37.97797 -16.54051 -39.56453
114 H -36.34911 -21.46561 -29.24543
115 H -35.85203 -17.32504 -38.21913
116 H -32.73663 -0.94096 -35.35278
117 C -41.77607 -3.62696 -36.26386
118 C -35.25284 -23.64028 -32.44997
119 C -32.41173 -8.58038 -21.50795
120 H -34.24301 0.45842 -37.88336
121 H -28.77658 -12.74588 -41.22963
122 C -41.60334 -7.71685 -34.61568
123 O -33.97776 -22.99193 -32.41622
124 H -35.79536 -21.24006 -31.63610
125 H -36.62790 1.36725 -37.06241
126 C -26.67857 -4.64611 -26.99394
127 N -35.69109 2.58759 -35.66527
128 H -35.43420 1.25098 -33.99609
129 C -33.97339 -9.34916 -24.77316
130 H -33.22891 -8.78954 -25.33943
131 C -36.11890 1.99142 -34.40964
132 O -36.36410 -9.98769 -25.25547
133 C -41.39750 -10.04009 -34.51488
134 H -33.52000 -8.72864 -18.35834
135 H -36.20475 -10.71613 -33.55581
136 H -35.68699 3.82729 -33.32479
137 H -39.46884 -15.62121 -40.55535
138 C -41.12982 -4.78633 -35.41324
139 H -37.95430 -16.39079 -46.97883
140 H -28.08006 -5.77228 -30.62723
141 C -34.41384 0.79560 -36.86100
142 H -27.27360 -4.07697 -26.27970
143 H -37.84677 -22.09279 -29.83788
144 H -27.29774 -6.48350 -25.56726
145 H -32.56360 -24.14518 -33.28774
146 H -39.67204 -15.15502 -43.18298
147 H -32.70788 -7.53654 -21.61191
148 O -34.60507 -0.39548 -36.02302
149 H -37.25357 -14.72110 -44.22341
150 C -37.58059 -9.69387 -25.96827
151 H -42.15800 -10.22330 -35.27395
152 H -38.45070 -10.20571 -25.55716
153 H -43.57025 -2.35446 -37.49353
154 H -36.90056 -17.41844 -31.31692
155 H -26.84516 -6.01927 -39.07633
156 H -25.00253 -5.37514 -21.66254
157 C -34.55513 -10.53341 -34.79241
158 H -39.31798 -17.35287 -41.13106
159 H -32.34535 -12.71032 -39.54690
160 H -37.34785 -10.04450 -26.97375
161 H -40.85552 -7.84036 -35.39901
162 C -33.51300 -1.26336 -36.04664
163 H -38.75098 -14.96655 -45.20653
164 H -38.21559 2.24596 -30.76610
165 C -30.48092 -12.46242 -40.24151
166 C -25.64527 -6.25535 -21.67729
167 H -26.92456 -5.04163 -23.71747
168 H -33.67558 -2.28298 -35.69730
169 H -37.28934 -17.86472 -37.44780
170 H -40.40006 -10.23687 -34.90792
171 O -25.90431 -6.72031 -23.00132
172 H -26.17170 -3.91421 -27.62283
173 C -36.47279 3.07711 -33.41342
174 H -36.34261 -19.07994 -38.18121

Summary:
E (Ha): -3448.15051
Energy above the lowest of the compared OMol25 structures with the same formula, charge and spin (kJ/mol): 534.2
SMILES string: COCCNCCOC.COCCNCCOC.COCCNCCOC.COCCNCCOC.COCCNCCOC.COCCNCCOC.NC(N)=O.NC(N)=O.NC(N)=O.CO
HOMO level (Eh): -0.31920
Net charge: 0
E_LUMO (eV): 0.0714

C40H108N4O16 | ωB97M-V with the def2-TZVPD basis set

Atoms and positions in Å:
1 H -9.90954 -10.20617 3.62408
2 C -7.90347 -11.33746 2.20634
3 H -15.54534 1.12841 -0.59289
4 H -14.44777 -0.46325 -5.53502
5 H -7.90082 0.62446 -2.87184
6 C -16.68375 -2.91250 -5.33076
7 H -12.75368 -3.18692 -2.63928
8 H -15.21990 -2.68360 -3.89882
9 H -14.83635 -3.87471 -5.15771
10 H -11.81540 2.46887 -2.78805
11 H -11.93581 -2.49897 -8.05586
12 O -19.53771 -6.66575 5.12960
13 O -10.26409 -0.25109 -1.81112
14 H -13.88431 1.04898 -5.75544
15 C -19.70919 0.00022 -5.31048
16 C -13.17363 -3.53185 -1.69442
17 H -12.59816 -6.87920 0.93340
18 H -16.03897 0.05653 -6.96352
19 H -11.78320 1.06611 3.59597
20 H -12.78032 3.06673 -4.14082
21 H -15.71522 -5.47908 -1.15814
22 H -18.55775 -7.63373 2.82063
23 H -13.94255 1.36078 -0.01519
24 O -16.09465 -7.05289 0.89138
25 H -21.05989 -5.83710 6.47480
26 H -17.17769 -0.72033 -2.18185
27 O -19.93383 1.28980 1.35112
28 H -18.04411 -1.61004 -4.83184
29 C -18.75666 -7.84369 4.93990
30 H -16.04895 1.90146 -6.99271
31 H -14.85569 1.91190 2.28319
32 H -11.86241 -0.87412 -6.09879
33 H -17.51922 -5.57230 0.37936
34 O -15.81912 -3.76371 4.33134
35 H -9.20420 -4.95059 1.71926
36 C -17.91379 -2.78168 1.51116
37 H -19.46038 -6.04501 7.18755
38 H -16.46931 -6.91520 1.76447
39 H -10.31691 -4.22044 -7.57766
40 O -11.42142 -2.68294 -0.30073
41 H -12.32978 -11.04121 2.86812
42 C -16.39122 0.98447 -6.51303
43 H -17.10602 -8.37150 3.70710
44 H -11.11535 -2.67387 0.60913
45 H -14.75068 0.00356 -2.96214
46 C -15.51088 1.95319 1.41305
47 C -18.88783 0.99663 -0.85410
48 H -13.21321 -2.90192 0.43339
49 H -15.98507 -1.86605 -0.14841
50 O -9.28360 -4.00474 1.57552
51 C -15.25032 -5.08439 4.05878
52 N -11.62626 -9.41894 1.81375
53 H -6.27220 -3.88361 0.00285
54 H -9.73906 -7.28963 -1.56160
55 H -10.52909 -1.51636 2.31572
56 H -7.17411 -11.45254 1.40454
57 C -12.35911 -7.69961 0.25672
58 H -10.76732 -0.97069 -1.42315
59 H -15.54040 2.94944 0.97177
60 H -14.98539 0.02236 0.67200
61 C -17.68607 -1.01109 -1.26256
62 H -18.19063 -8.07541 5.84212
63 C -10.53662 -0.60375 2.91169
64 H -16.57052 -2.81150 -1.51943
65 H -20.15017 -0.83785 -4.77078
66 H -12.35536 -2.46102 -5.47494
67 H -17.12926 1.17253 0.94072
68 H -12.46878 -0.46383 3.82440
69 H -10.17916 -6.11396 -0.41242
70 H -9.74663 0.02899 2.50713
71 H -21.21761 -0.20157 0.84119
72 H -17.96377 -7.19309 -0.06634
73 H -11.73330 -11.44052 1.35389
74 H -10.01853 -0.88562 3.82833
75 N -15.88411 1.01273 -5.11789
76 H -11.41190 -6.45613 -1.61765
77 H -16.70321 -6.00569 5.42148
78 H -8.94288 0.19325 -0.26809
79 H -14.95998 -5.42400 3.06456
80 C -16.88033 -2.24604 -0.64058
81 H -19.70763 0.45561 -1.32668
82 O -16.80153 1.57418 1.74872
83 H -18.31677 0.92281 -7.59876
84 C -13.95453 0.41352 -3.58358
85 H -19.64606 0.77713 -4.54856
86 H -15.98268 -4.25052 -3.84070
87 H -18.97979 -2.58128 1.61888
88 H -13.04347 -1.58456 -0.68291
89 O -10.98860 -3.89069 -6.97623
90 C -17.87123 -7.59633 3.66644
91 C -11.50140 -10.79749 2.20291
92 H -21.88352 1.44202 1.35830
93 H -8.88300 -1.45131 -0.75132
94 C -12.40939 2.16664 -3.65056
95 C -12.76336 -9.03724 0.94646
96 O -17.58744 -2.31618 -4.36878
97 H -7.69029 -5.04230 -0.10889
98 C -16.21140 -6.21451 4.47142
99 H -15.51436 -7.05029 4.53235
100 C -10.08459 -10.98743 2.88443
101 H -6.98519 0.02243 -1.63850
102 C -14.94150 -2.63112 4.11517
103 C -11.85683 0.09144 3.11358
104 H -18.29361 1.84363 -6.14849
105 O -13.51703 1.64334 -2.96924
106 H -15.61399 -1.77375 4.14296
107 H -14.50081 -2.73123 3.12327
108 H -18.78956 2.65002 0.62490
109 C -9.01545 -0.44500 -1.14870
110 H -7.52957 -3.50468 -1.03705
111 C -14.50642 0.50750 -5.04277
112 H -11.81789 1.52867 -4.30722
113 H -17.14266 -3.78047 -5.80418
114 H -20.32299 2.64641 -0.13332
115 H -7.43713 -10.58938 2.84746
116 H -10.02457 -11.90965 3.46236
117 H -16.57967 0.50855 -4.58677
118 H -14.26959 -5.13237 4.53204
119 H -18.14994 -0.29446 0.66885
120 C -17.90664 0.92470 -6.58887
121 C -17.11268 -6.51758 0.01982
122 H -10.17498 -2.08472 -7.57375
123 C -16.48013 -6.22646 -1.36891
124 H -17.97741 -5.66331 3.58729
125 O -9.19143 -11.00721 1.78829
126 H -7.80525 -1.12394 -2.75301
127 C -11.14863 -2.49246 -7.30194
128 C -21.14129 0.65781 1.50733
129 O -11.05709 -7.81538 -0.09555
130 C -7.90852 -0.20908 -2.16952
131 O -17.72068 -3.13984 0.10052
132 H -10.71970 -1.92410 -5.31837
133 H -13.21571 -0.37866 -3.46241
134 H -19.53071 -8.60248 4.82498
135 H -10.78307 -9.06896 1.38170
136 H -18.58940 -1.46730 -1.66752
137 H -21.31542 0.26726 2.50995
138 C -19.53503 1.97404 0.20603
139 N -17.97744 -0.01036 -0.28490
140 H -14.24424 -2.53702 4.94768
141 H -20.56158 -7.35693 6.88126
142 H -13.13455 -9.68149 0.14943
143 C -10.60870 -6.90199 -1.03098
144 H -17.32423 -1.94323 1.88198
145 H -14.22047 -3.83473 -1.71673
146 C -7.35160 -4.00650 -0.08593
147 C -12.76632 -2.62636 -0.52183
148 O -18.37590 -0.17119 -5.77127
149 H -12.61833 1.08415 1.63072
150 H -20.42115 0.45950 -5.99624
151 H -16.40832 -2.16338 -6.07309
152 H -17.63417 -3.57520 2.20415
153 H -13.59537 -8.95933 1.64631
154 O -12.41978 0.16464 1.82226
155 C -14.93580 1.04830 0.30718
156 C -20.15453 -6.44348 6.44765
157 H -15.94299 -7.06760 -1.80717
158 H -18.52138 1.53940 -1.72544
159 C -15.62889 -3.47786 -4.52330
160 H -8.19325 -2.25062 0.88925
161 N -17.24795 -6.35422 3.48423
162 H -7.39941 -3.32146 2.00749
163 H -7.93246 -12.33414 2.64665
164 H -17.25414 -5.85238 -2.03904
165 C -8.04052 -3.30355 1.12616
166 H -12.98074 -7.50153 -0.61645
167 C -11.56933 -1.91942 -6.00118
168 H -12.60494 -4.44850 -1.53812

Summary:
E (Ha): -3011.22678
Energy above the lowest of the compared OMol25 structures with the same formula, charge and spin (kJ/mol): 469.4
SMILES string: COCCNCCOC.COCCNCCOC.COCCNCCOC.COCCNCCOC.CCO.CCO.CCO.CCO.CCO.CCO.CCO.CCO
HOMO level (Eh): -0.29443
Net charge: 0
E_LUMO (eV): 0.6879

| no. | Kohn-Sham gap (eV) |
| --- | --- |
| 1 | 8.8 |
| 2 | 8.7 |